(1)
{"formula": "C4H8O2", "method": "ωB97M-V/def2-TZVPD", "e_tot_ev": -8369.6607, "gap_ev": 9.31, "homo_energy_ev": -8.658, "multiplicity": 1, "e_lumo_ev": 0.647, "de_lowest_ev": 3.621, "symbols": ["O", "C", "C", "C", "C", "O", "H", "H", "H", "H", "H", "H", "H", "H"], "positions_angstrom": [[1.959, -1.056, -0.556], [0.954, -0.083, -0.734], [0.172, 0.187, 0.553], [-0.887, 1.297, 0.415], [-0.632, -0.989, 1.115], [-1.215, -1.672, 0.159], [1.557, -1.846, -0.170], [0.279, -0.354, -1.573], [1.465, 0.827, -1.063], [0.896, 0.477, 1.321], [-1.456, 1.194, -0.517], [-0.437, 2.292, 0.438], [-1.598, 1.228, 1.246], [-1.027, -1.350, -0.753]], "forces_ev_per_a": [[-0.04, -0.25, 0.06], [-0.29, 0.24, -0.07], [0.09, -0.05, 0.11], [-0.07, 0.10, -0.02], [0.00, 0.01, -0.36], [0.10, 0.09, 0.08], [0.16, 0.08, -0.07], [0.12, 0.03, 0.11], [-0.12, -0.07, 0.08], [-0.13, -0.06, -0.05], [0.09, -0.03, 0.14], [0.00, -0.16, -0.05], [0.08, 0.08, -0.12], [0.01, -0.02, 0.16]]}


(2)
{"formula": "FH3OSi", "method": "ωB97M-V/def2-TZVPD", "e_tot_ev": -12692.2767, "gap_ev": 11.38, "homo_energy_ev": -10.691, "smiles": "O[SiH2]F", "multiplicity": 1, "e_lumo_ev": 0.691, "de_lowest_ev": 1.576, "symbols": ["O", "Si", "F", "H", "H", "H"], "positions_angstrom": [[-0.283, 1.148, -0.990], [0.212, -0.523, 0.174], [-1.192, -1.192, 0.532], [-0.387, 1.900, -0.416], [0.950, -1.386, -0.706], [0.699, 0.053, 1.406]], "forces_ev_per_a": [[1.31, -4.27, 1.85], [-2.48, 4.31, -2.42], [0.30, -0.13, -0.09], [-0.04, 0.39, 0.56], [0.40, -0.22, -0.16], [0.51, -0.08, 0.25]]}


Please write out number 2 again, unchanged.
{"formula": "FH3OSi", "method": "ωB97M-V/def2-TZVPD", "e_tot_ev": -12692.2767, "gap_ev": 11.38, "homo_energy_ev": -10.691, "smiles": "O[SiH2]F", "multiplicity": 1, "e_lumo_ev": 0.691, "de_lowest_ev": 1.576, "symbols": ["O", "Si", "F", "H", "H", "H"], "positions_angstrom": [[-0.283, 1.148, -0.990], [0.212, -0.523, 0.174], [-1.192, -1.192, 0.532], [-0.387, 1.900, -0.416], [0.950, -1.386, -0.706], [0.699, 0.053, 1.406]], "forces_ev_per_a": [[1.31, -4.27, 1.85], [-2.48, 4.31, -2.42], [0.30, -0.13, -0.09], [-0.04, 0.39, 0.56], [0.40, -0.22, -0.16], [0.51, -0.08, 0.25]]}